No. 1
Formula: C5H8N2
Source: the Open Molecules 2025 dataset
Level of theory: ωB97M-V with the def2-TZVPD basis set

```
15
Properties=species:S:1:pos:R:3:forces:R:3
N 1.823 -1.021 -1.681 -0.7 -1.4 -1.7
N -1.396 0.746 0.732 0.2 0.3 0.0
C -0.224 0.114 0.120 0.4 -0.2 -0.1
C -0.587 -0.431 -1.278 0.0 0.0 0.0
C 1.205 0.679 0.236 0.6 -0.2 0.0
C -0.892 -0.505 1.294 0.1 -0.3 0.1
C 0.669 -0.999 -1.758 0.9 0.1 0.2
H -0.867 0.387 -1.951 0.0 -0.1 0.1
H -1.546 -1.368 1.176 0.1 0.2 0.0
H -0.373 -0.463 2.250 0.0 0.0 -0.2
H -1.155 1.538 1.322 0.1 -0.1 -0.1
H 1.229 1.683 -0.215 0.1 -0.2 0.2
H -1.421 -1.136 -1.242 0.2 0.1 0.0
H 2.027 0.034 -0.287 -1.8 1.5 1.4
H 1.507 0.740 1.283 -0.2 0.2 0.1
```
Positions in Å, forces in eV/Å.

Summary:
* molar mass: 96.13 u
* structure (SMILES): C[C@@]1(CC#N)CN1
* orbital gap: 10.7 eV
* E_LUMO: 0.88 eV
* spin multiplicity: 1
* E_HOMO: -0.3610 Ha



No. 2
Formula: C5H8N2
Source: the Open Molecules 2025 dataset
Level of theory: ωB97M-V with the def2-TZVPD basis set

```
15
Properties=species:S:1:pos:R:3:forces:R:3
N 0.286 -1.738 2.638 0.1 0.6 -0.9
N -0.869 0.352 0.176 -0.2 -0.1 0.0
C 0.493 -0.086 0.610 0.1 -0.1 -0.1
C 0.131 1.354 0.775 0.0 -0.1 0.3
C 1.484 -0.531 -0.444 0.0 0.0 0.0
C 0.379 -1.031 1.726 -0.1 -0.5 0.8
C -1.262 0.490 -1.235 0.1 0.0 -0.1
H 2.475 -0.582 0.018 -0.2 0.0 0.0
H -1.599 -0.056 0.755 0.1 0.1 0.0
H -0.205 1.543 1.801 0.0 0.0 -0.1
H -2.339 0.330 -1.316 0.1 0.0 0.0
H -0.745 -0.241 -1.862 -0.1 0.1 0.1
H -1.006 1.502 -1.548 0.0 -0.2 0.0
H 1.248 -1.520 -0.854 0.0 0.1 0.1
H 1.530 0.215 -1.240 0.0 -0.1 0.1
```
Positions in Å, forces in eV/Å.

Summary:
* molar mass: 96.13 u
* orbital gap: 8.7 eV
* E_LUMO: 0.64 eV
* spin multiplicity: 1
* E_HOMO: -0.2975 Ha



No. 3
Formula: C5H8N2
Source: the Open Molecules 2025 dataset
Level of theory: ωB97M-V with the def2-TZVPD basis set

```
15
Properties=species:S:1:pos:R:3:forces:R:3
N 3.074 0.361 1.013 -0.8 -0.1 -0.8
N -0.810 -1.429 -0.236 -0.2 -0.1 -0.2
C 2.238 0.223 0.225 0.7 0.1 0.7
C -0.220 -0.098 -0.123 0.0 0.2 0.1
C 1.171 0.015 -0.758 0.0 0.0 -0.1
C -1.106 1.114 -0.310 -0.1 0.0 0.0
C -0.398 -0.941 1.080 0.1 0.0 0.3
H -1.163 -0.641 1.795 0.1 0.0 -0.1
H 0.458 -1.450 1.520 -0.1 0.1 -0.1
H -2.070 0.973 0.192 0.2 0.0 -0.1
H -0.639 2.014 0.105 0.0 -0.1 0.0
H -1.820 -1.366 -0.344 0.1 0.0 0.0
H 1.202 0.841 -1.478 0.0 -0.1 0.1
H 1.382 -0.908 -1.305 0.0 0.1 0.1
H -1.300 1.292 -1.375 0.0 0.0 0.1
```
Positions in Å, forces in eV/Å.

Summary:
* molar mass: 96.13 u
* structure (SMILES): C[C@@]1(CC#N)CN1
* orbital gap: 10.8 eV
* E_LUMO: 0.82 eV
* spin multiplicity: 1
* E_HOMO: -0.3674 Ha